This record from the Open Molecules 2025 dataset describes 13 unconnected molecules or ions with the total composition C49H72F9IN15O4S at a distorted geometry. The level of theory is ωB97M-V with the def2-TZVPD basis set.

```
151
Properties=species:S:1:pos:R:3:forces:R:3:mulliken_charge:R:1
C -4.764347 -0.876338 -0.005120 -0.312 0.659 0.049 -0.156
C -4.862104 -0.762121 -1.344388 1.000 -0.424 0.816 -0.197
C -4.595113 -1.925932 -2.308623 0.155 0.868 0.143 0.421
O -5.324525 -2.029927 -3.245329 -0.298 -0.262 -0.316 -0.512
O -3.597072 -2.862742 -2.117928 -0.024 0.975 0.348 -0.301
C -2.291806 -2.230056 -2.130150 0.563 0.106 0.114 -0.483
C -1.191315 -3.301703 -2.428662 0.011 0.507 0.214 -0.751
C -0.287108 -3.617842 -1.172695 -0.202 -0.074 -1.235 -0.169
C -1.106211 -4.169363 0.052017 0.107 0.601 -0.140 -0.990
C -1.324518 -3.095108 1.207710 0.757 0.035 -0.691 0.306
C -0.472980 -3.464978 2.477688 -1.172 -0.869 -0.851 -1.528
N 0.907702 -2.943577 2.200444 -2.604 0.735 1.946 1.068
N 1.713522 -3.843042 1.712159 1.860 0.268 -0.601 -1.437
C 2.939111 -3.439246 1.393315 -0.122 0.785 0.045 -0.381
I 4.262752 -4.916200 0.552560 -0.648 0.866 0.503 0.179
C 3.312319 -2.045147 1.598660 -0.646 0.464 0.619 0.576
O 4.599879 -1.652973 1.233882 -2.426 0.111 -0.433 -0.163
N 5.562688 -2.227005 2.090332 1.976 0.040 0.165 0.178
O 6.611426 -1.874218 1.733077 -0.508 -0.489 0.598 -0.315
C 2.414736 -1.076965 2.179342 -0.298 -2.181 -0.480 0.839
C 2.793098 0.399093 2.446252 0.031 -0.306 -0.605 -0.490
C 3.599863 1.039697 1.264282 -0.620 0.886 0.093 -1.376
C 2.788373 1.015432 -0.107279 1.368 -0.462 0.827 0.032
C 3.844220 0.945173 -1.275649 -0.788 0.395 0.194 -1.510
C 3.501376 1.883612 -2.494729 0.321 -2.680 0.196 0.923
F 2.216565 2.331143 -2.478634 1.080 0.335 0.103 -0.253
F 3.569734 1.039704 -3.603719 0.109 0.945 0.470 -0.373
C 4.570589 2.996057 -2.777051 -0.063 -0.236 -2.320 0.542
F 4.470729 3.303395 -4.105411 -0.323 0.062 1.158 -0.269
F 5.839815 2.564261 -2.624393 -1.280 -0.154 0.291 -0.242
S 4.365679 4.612108 -1.842086 2.084 2.556 0.633 1.280
F 3.560579 3.953878 -0.601510 0.095 0.180 -1.231 -0.264
F 3.019966 5.035576 -2.651738 1.060 -0.995 0.997 -0.305
F 5.277120 5.348652 -2.974166 -0.964 -0.547 0.697 -0.326
F 5.767146 4.296940 -1.050294 -1.472 0.378 -0.115 -0.330
F 4.292752 6.028922 -1.070988 -0.163 -1.199 -0.518 -0.291
C 1.080351 -1.643863 2.492514 2.682 1.450 -0.553 0.129
C 0.032761 -0.704408 3.107096 0.017 0.636 -0.133 -0.880
C 0.449353 -0.106954 4.521709 -0.429 -0.291 0.064 -0.530
C -0.759199 0.028915 5.511070 0.315 0.559 0.836 -1.033
C -1.435914 1.452613 5.489044 0.742 0.298 -0.362 -1.096
C -1.767527 1.960443 4.042203 -1.367 -0.119 0.810 0.201
C -2.958997 1.072122 3.489108 0.300 0.151 -0.027 -0.774
H -5.378586 -0.171798 0.627421 1.412 -0.592 -0.610 0.133
H -4.085728 -1.588625 0.506768 -1.102 -0.053 -0.451 0.023
H -5.177028 0.212025 -1.759278 -0.574 -1.098 -0.116 0.337
H -2.305002 -1.424955 -2.908579 0.123 -0.666 0.526 0.527
H -2.105097 -1.733467 -1.145119 -0.162 -0.292 -0.660 0.243
H -0.580521 -2.917469 -3.293878 -0.482 -0.571 1.201 0.218
H -1.693629 -4.234205 -2.780951 0.362 0.694 0.265 0.296
H 0.291794 -2.684619 -0.958689 -0.383 -0.624 0.234 -0.206
H 0.463423 -4.362658 -1.544767 -0.558 0.482 0.581 0.413
H -2.113311 -4.458604 -0.324401 0.759 -0.119 0.312 0.488
H -0.558226 -5.059032 0.443319 -0.694 0.582 -0.181 0.459
H -0.904276 -2.141873 0.790843 -0.552 -0.528 0.549 0.050
H -2.399341 -2.902217 1.406908 0.708 -0.395 0.189 0.479
H -0.450119 -4.578933 2.534697 0.454 0.968 0.085 0.596
H -0.877780 -3.096041 3.439619 0.531 0.003 -0.673 0.379
H 3.341542 0.444265 3.417267 -0.286 0.012 -0.711 0.458
H 1.868840 1.014343 2.565615 0.683 -0.675 -0.036 -0.106
H 4.635426 0.659793 1.162446 -0.858 0.000 0.088 0.556
H 3.698307 2.128635 1.514470 0.091 -0.904 -0.061 0.567
H 2.164828 0.088784 -0.177367 0.218 0.939 0.101 0.137
H 2.166921 1.932163 -0.096740 0.194 -0.763 -0.400 0.599
H 4.870516 1.144728 -0.901902 -0.691 0.119 -0.291 0.490
H 3.851495 -0.111439 -1.637471 0.068 1.007 -0.047 0.381
H -0.993654 -1.114346 3.163089 0.805 0.090 -0.123 0.607
H -0.028826 0.181469 2.420833 -0.063 -0.909 0.280 0.538
H 0.870913 0.918237 4.382134 -0.114 -0.944 0.165 0.232
H 1.217215 -0.766235 4.983737 -0.383 0.494 -0.300 0.541
H -0.327867 -0.069403 6.541298 -0.428 -0.088 -0.789 0.356
H -1.495796 -0.800294 5.410076 0.462 0.540 -0.163 0.385
H -2.354316 1.460816 6.127449 0.641 -0.105 -0.642 0.390
H -0.740324 2.183644 5.979158 -0.418 -0.664 -0.355 0.369
H -2.139640 3.019573 4.124356 0.509 -0.956 -0.098 0.107
H -0.875957 1.976319 3.373217 -0.574 -0.098 0.472 0.217
H -2.655799 0.487710 2.590066 -0.347 0.378 0.498 0.027
H -3.836701 1.698192 3.226029 0.609 -0.465 -0.009 0.267
H -3.300067 0.351653 4.275837 0.314 0.531 -0.662 0.314
C -7.987905 2.220626 0.317120 0.883 -0.248 0.052 -0.969
C -6.618948 2.230401 0.873997 0.125 0.050 0.067 0.408
N -5.551881 2.256864 1.315591 -0.748 0.038 -0.335 -0.413
H -8.621245 1.557371 0.904147 0.035 0.079 0.033 0.289
H -8.402434 3.221367 0.342848 0.150 -0.046 0.082 0.421
H -7.963456 1.870409 -0.715394 0.066 -0.020 0.041 0.336
C -3.007680 -3.618732 -6.415023 0.424 0.004 0.203 -0.887
C -1.653762 -3.561772 -5.826202 -0.835 -0.039 -0.457 0.409
N -0.604302 -3.516458 -5.369723 0.273 -0.011 -0.247 -0.397
H -3.629492 -4.307810 -5.844833 0.039 0.050 0.020 0.283
H -3.461594 -2.628824 -6.393672 0.031 -0.036 0.039 0.275
H -2.947174 -3.962034 -7.446946 0.045 0.011 0.047 0.343
C 6.454877 -6.787268 -3.201721 0.207 -0.081 0.626 -0.680
C 6.345172 -6.802608 -1.729387 0.150 -0.032 -0.932 0.475
N 6.256472 -6.817829 -0.585717 -0.222 0.112 0.269 -0.591
H 5.791676 -7.536119 -3.631009 -0.006 0.087 -0.006 0.294
H 6.176622 -5.808640 -3.582869 -0.054 -0.086 0.041 0.255
H 7.480500 -7.007704 -3.498227 -0.029 -0.046 0.059 0.328
C -12.192562 2.979782 -0.758076 0.355 0.172 0.281 -0.833
C -11.104815 3.507633 0.091730 -0.773 -0.254 -0.493 0.422
N -10.262246 3.916435 0.750822 -0.232 0.298 0.169 -0.463
H -11.881849 2.985912 -1.802045 0.009 0.018 0.050 0.277
H -12.430254 1.958782 -0.462360 0.023 0.046 0.012 0.276
H -13.081347 3.599261 -0.646987 0.054 -0.007 0.016 0.307
C 2.705983 -3.801979 -5.984388 0.402 -0.322 0.208 -0.528
C 3.726597 -4.780502 -5.552439 -0.635 0.628 -0.310 0.292
N 4.517851 -5.538984 -5.218919 0.103 -0.080 -0.053 -0.337
H 1.977742 -3.649586 -5.189306 -0.021 -0.054 -0.091 0.008
H 3.182747 -2.851024 -6.219817 0.027 -0.057 0.006 0.283
H 2.191235 -4.171873 -6.869664 -0.004 -0.013 0.068 0.274
C 4.558947 -10.156029 -0.763264 -0.471 -0.157 -0.137 -0.405
C 3.179819 -10.505940 -1.163811 0.889 0.213 0.257 0.272
N 2.111258 -10.774179 -1.473856 -0.329 -0.041 -0.087 -0.358
H 4.934610 -9.352194 -1.393985 -0.026 -0.025 0.042 -0.070
H 4.571179 -9.827457 0.275018 -0.006 0.004 -0.049 0.251
H 5.207926 -11.024380 -0.868761 -0.051 0.019 -0.007 0.298
C -3.673115 5.373216 2.110592 -0.123 -0.005 0.446 -0.685
C -3.814226 5.360714 3.581191 0.093 -0.016 -1.028 0.420
N -3.919077 5.342347 4.720342 0.006 -0.039 0.411 -0.444
H -4.331208 4.623612 1.670497 0.030 -0.018 0.072 0.087
H -3.939824 6.355302 1.722265 0.016 -0.020 0.054 0.351
H -2.642981 5.148802 1.836546 -0.030 0.007 0.047 0.252
C 7.331452 -5.883871 -7.916508 0.141 -0.395 0.203 -0.714
C 7.768672 -7.106560 -7.211316 -0.303 0.790 -0.445 0.340
N 8.105158 -8.051985 -6.660814 0.085 -0.250 0.229 -0.402
H 6.261758 -5.934583 -8.114825 0.040 -0.031 0.046 0.216
H 7.537883 -5.009899 -7.300202 -0.008 -0.051 -0.002 0.240
H 7.865283 -5.786599 -8.860949 0.003 -0.044 0.050 0.326
C 2.197358 8.068049 -3.547925 -0.250 0.063 -0.399 -0.594
C 1.349502 8.215093 -4.748534 0.549 -0.068 0.782 0.320
N 0.692276 8.329307 -5.678593 -0.167 0.025 -0.246 -0.409
H 1.608002 7.665872 -2.724905 -0.003 0.017 -0.052 0.244
H 3.019909 7.387202 -3.761060 -0.028 0.049 -0.019 0.081
H 2.600053 9.037452 -3.257415 -0.030 -0.027 -0.042 0.344
C -2.984468 5.663077 8.073154 0.260 -0.380 0.140 -0.661
C -1.977498 4.670141 8.502614 -0.636 0.636 -0.271 0.399
N -1.195723 3.899814 8.831810 0.223 -0.213 0.062 -0.435
H -3.718188 5.813856 8.864256 0.070 -0.031 0.012 0.279
H -2.498403 6.612632 7.853310 0.011 -0.057 0.003 0.272
H -3.493313 5.307682 7.177131 0.065 0.044 0.004 0.219
C -1.813519 6.398642 -6.677005 -0.341 -0.412 0.269 -0.470
C -2.703870 5.389937 -6.063124 0.531 0.633 -0.436 0.267
N -3.392672 4.609560 -5.585520 -0.167 -0.235 0.170 -0.368
H -1.282176 5.959534 -7.520258 -0.027 0.002 0.041 0.260
H -2.399982 7.246154 -7.028657 0.018 -0.035 0.035 0.265
H -1.088725 6.748513 -5.943932 -0.063 0.007 -0.098 0.054
C 0.369866 5.091976 11.781888 -0.031 0.355 0.423 -0.492
C 0.321786 6.031119 12.922690 0.059 -0.611 -0.721 0.256
N 0.284684 6.758278 13.805765 -0.020 0.223 0.255 -0.345
H 0.460035 4.070004 12.147037 -0.020 0.046 -0.009 0.259
H -0.540224 5.178701 11.191258 0.053 -0.037 0.015 0.043
H 1.226659 5.320757 11.149764 -0.039 0.004 0.028 0.261
```
Forces are in eV/Å.

Computed properties:
net charge	+1
spin multiplicity	1
energy above the lowest of the compared OMol25 structures with the same formula, charge and spin	27.5	kJ/mol
HOMO-LUMO gap	8.10	eV
highest occupied orbital energy	-12.025	eV

This record from the Open Molecules 2025 dataset describes a molecular structure, C33H57BrN2O2SiSr at a distorted geometry. The level of theory is ωB97M-V with the def2-TZVPD basis set.

```
97
Properties=species:S:1:pos:R:3:forces:R:3:mulliken_charge:R:1
O -3.398051 -0.501729 0.220896 -0.910 -1.445 1.663 -0.602
O -2.940041 1.341647 -1.248920 -1.084 2.038 -0.842 0.732
C -4.242798 -1.680864 0.421457 0.357 0.366 0.455 -0.495
C -3.746810 -2.656354 1.522383 -1.482 0.736 -0.426 -1.293
H -4.276178 -2.173755 -0.555296 0.148 0.043 0.194 0.450
H -5.264516 -1.348307 0.646786 0.051 -0.022 0.020 0.360
H -2.720714 -2.872198 1.348623 0.923 -0.312 0.118 0.220
H -4.348520 -3.567993 1.482439 0.158 -0.039 -0.284 0.510
H -3.923979 -2.276494 2.536259 0.337 0.137 -0.264 0.304
C -3.007212 0.170292 1.441208 -0.242 -0.950 0.018 1.200
C -4.129013 0.983067 2.025558 -0.095 0.782 -0.233 -1.607
H -2.133185 0.746134 1.165471 0.114 0.292 0.020 -0.422
H -2.672440 -0.526954 2.222005 0.124 -0.149 -0.459 -0.018
H -4.425405 1.776883 1.318710 -0.013 -0.228 0.369 0.270
H -3.767527 1.465047 2.945186 -0.286 -0.162 -0.124 0.439
H -5.008883 0.359301 2.238881 0.263 0.213 0.084 0.328
C -2.416176 2.712255 -1.350243 -0.165 0.032 -0.703 -0.321
C -4.111360 1.034452 -2.069348 0.291 -0.346 0.177 0.049
C -1.530742 3.057687 -0.194664 0.142 0.226 0.491 -0.749
H -3.275530 3.416148 -1.373760 0.236 -0.773 0.068 0.373
H -1.914402 2.801238 -2.332914 -0.034 -0.200 0.551 0.335
H -2.076592 3.016064 0.776895 0.391 0.097 -0.719 0.215
H -1.199683 4.091836 -0.392856 -0.045 -0.343 0.336 0.532
H -0.640879 2.421259 -0.149881 -0.240 0.171 -0.003 -0.461
C -5.317379 1.499345 -1.303608 -1.536 0.141 -0.769 -1.092
H -4.039915 -0.079423 -2.206871 -0.331 1.276 -0.018 -0.077
H -4.037882 1.570425 -3.031239 0.347 -0.385 0.360 0.454
H -5.429744 0.873332 -0.413738 -0.163 0.387 -0.142 0.132
H -6.210409 1.358613 -1.983655 0.757 0.062 0.830 0.411
H -5.313362 2.596900 -1.052188 0.233 -1.137 -0.146 0.332
H -2.457178 0.507974 -0.861194 1.771 -0.622 -0.532 -1.023
N 2.397009 -1.237213 1.873269 -0.518 0.294 0.072 1.653
C 3.673055 -1.183170 2.249623 -1.067 0.074 -0.292 -0.017
C 4.653499 -0.422269 1.587000 0.456 -0.412 0.776 -1.545
C 4.476214 0.491493 0.535192 -0.235 0.110 -0.652 0.410
C 4.083979 -1.941954 3.480743 0.157 0.037 0.295 -1.712
H 3.575493 -2.918109 3.559129 0.112 0.482 -0.041 0.246
H 3.857293 -1.335624 4.373218 0.046 -0.326 -0.147 0.201
H 5.160310 -2.104356 3.437117 -0.017 -0.072 0.205 0.520
C 5.598698 1.481525 0.277950 0.097 0.041 0.117 -1.482
H 5.245040 2.513568 0.432127 0.074 -0.287 -0.175 0.239
H 6.000516 1.390627 -0.742172 -0.258 0.091 0.233 0.252
H 6.418928 1.302033 0.978655 -0.120 0.070 -0.126 0.480
N 3.399243 0.492446 -0.219224 -0.089 0.077 0.024 1.479
C 1.295799 -1.524927 2.728007 0.560 -0.597 0.101 -0.583
C 0.581879 -2.756042 2.626461 0.247 0.789 0.077 1.620
C 1.016508 -3.836890 1.677229 0.414 -0.442 0.184 -1.807
C -0.527202 -2.967040 3.446859 -0.308 0.353 -0.017 -0.734
H -1.068336 -3.916315 3.370724 0.195 0.304 0.077 0.456
C -0.964737 -1.980494 4.328007 0.034 0.123 0.437 -0.814
H -1.825946 -2.155138 4.986044 0.346 0.013 -0.353 0.435
C -0.254227 -0.776198 4.441212 -0.199 -0.338 -0.269 -0.887
H -0.552605 -0.006110 5.157962 -0.036 -0.292 -0.190 0.379
C 0.859088 -0.533859 3.643812 0.029 -0.633 -0.186 1.114
C 1.625342 0.736994 3.793213 0.195 0.468 0.140 -1.697
C 3.059322 1.408249 -1.238711 0.444 0.064 0.256 -0.352
C 3.330891 1.073062 -2.591642 -0.570 0.445 0.473 0.934
C 4.263386 -0.042047 -2.926705 -0.072 -0.419 0.534 -1.187
C 2.688080 1.801712 -3.588126 -0.389 0.391 0.210 -0.481
H 2.841045 1.524757 -4.626007 0.029 0.046 0.029 0.385
C 1.828695 2.858518 -3.269167 0.100 0.151 0.128 -1.360
H 1.311924 3.407114 -4.066887 0.246 -0.236 0.356 0.355
C 1.663481 3.243422 -1.930647 0.061 0.032 -0.608 -0.466
H 1.039378 4.105871 -1.688715 0.148 -0.151 -0.068 0.488
C 2.295247 2.552239 -0.901778 -0.017 -0.500 -0.545 0.390
C 2.086462 2.942399 0.531239 0.008 0.041 0.215 -1.014
Sr 1.504866 -1.225078 -0.462177 2.058 -0.482 0.352 1.274
H 0.362327 -3.931991 0.800230 0.084 0.082 0.040 0.221
H 0.975009 -4.805758 2.193537 -0.065 0.142 -0.174 0.550
H 2.052851 -3.718465 1.332301 -0.352 0.086 -0.010 0.247
H 1.898568 1.191522 2.833461 0.002 -0.267 0.139 0.066
H 2.558176 0.584999 4.359381 -0.219 0.072 -0.203 0.282
H 1.011409 1.453421 4.343419 0.135 0.057 0.050 0.447
H 4.408825 -0.119080 -3.987611 0.096 0.041 -0.565 0.451
H 3.920471 -1.025318 -2.572878 0.014 0.212 0.017 0.103
H 5.226665 0.119135 -2.449144 0.164 -0.030 0.005 0.282
H 2.991342 2.816788 1.135157 -0.183 -0.054 -0.106 0.439
H 1.296720 2.340419 0.994096 0.135 -0.100 0.059 -0.065
H 1.767731 3.982669 0.615296 0.035 0.031 -0.103 0.488
H 5.645890 -0.466894 2.058868 -0.473 0.098 -0.389 0.180
C -0.784581 -0.467043 -1.046734 -1.611 1.012 0.205 -1.745
Si -0.935598 -0.919967 -2.790414 0.839 0.694 1.329 0.283
H -0.250080 0.429723 -0.730256 -0.020 0.218 -0.090 1.145
H -0.941710 -1.152371 -0.212288 -0.341 -0.030 -0.014 1.344
C -2.319511 -2.077395 -3.041176 -0.750 -0.785 -0.460 -1.212
C 0.606218 -1.767226 -3.342448 -0.124 -0.684 -0.704 -1.414
C -1.066575 0.574577 -3.878052 -0.125 0.662 -0.473 -0.575
H -0.708756 0.333300 -4.877442 0.031 -0.116 -0.192 0.458
H -0.444135 1.409417 -3.549662 0.118 -0.096 0.201 -0.280
H -2.072564 0.971344 -4.010363 -0.192 -0.052 0.044 0.362
H -1.998997 -3.089325 -2.818653 0.117 -0.305 0.051 0.335
H -2.653012 -2.079301 -4.075227 -0.020 -0.062 -0.295 0.436
H -3.199120 -1.906638 -2.438739 -0.208 0.184 0.281 0.123
H 0.919628 -2.643603 -2.776621 -0.031 -0.126 0.099 0.321
H 1.460120 -1.115572 -3.425088 0.475 0.453 -0.003 0.337
H 0.420285 -2.132921 -4.347793 0.142 -0.184 -0.400 0.420
Br 3.191290 -3.367477 -1.350371 0.147 -0.347 -0.057 -0.685
```
Forces are in eV/Å.

Computed properties:
net charge	0
spin multiplicity	1
energy above the lowest of the compared OMol25 structures with the same formula, charge and spin	376.7	kJ/mol
HOMO-LUMO gap	6.99	eV
highest occupied orbital energy	-6.847	eV